ORCA calculation (ωB97M-V with the def2-TZVPD basis set) on 15 unconnected molecules or ions with the total composition H29O15.

The HOMO energy comes out at -0.2508 Eh. For the energy above the lowest of the compared OMol25 structures with the same formula, charge and spin, the calculation gives 193.8 kJ/mol. Its charge is -1. As for the multiplicity: 1. The lowest unoccupied orbital energy comes out at 1.9865 eV. The calculation puts the orbital gap at 0.3238 Eh.

Last column: natural (NBO) charge in e.
Element x y z (Å)
1 O 1.856 -1.592 1.173  -0.9204
2 O 2.298 1.673 3.474  -0.9473
3 O 0.504 0.678 -3.940  -0.9608
4 O 2.802 0.071 -1.630  -0.9699
5 O -0.941 0.820 -1.158  -1.1686
6 O -2.053 3.129 3.176  -0.9776
7 O -3.389 3.753 0.338  -0.9546
8 O 0.120 -4.686 1.255  -0.9573
9 O 2.919 2.729 -1.741  -0.9221
10 O -2.971 0.578 3.232  -1.0391
11 O 3.967 0.238 1.088  -0.9698
12 O -3.821 -3.598 -1.639  -0.9198
13 O -0.282 -1.495 -1.597  -1.1069
14 O 0.080 -2.359 -4.037  -0.9715
15 O -2.042 0.165 0.730  -1.0213
16 H -2.856 3.795 1.137  0.4858
17 H 1.955 -0.767 0.656  0.4631
18 H -3.194 2.852 0.065  0.4653
19 H -1.073 0.472 0.491  0.5067
20 H 2.101 2.226 -1.786  0.4644
21 H -2.472 2.309 3.516  0.5030
22 H 4.741 0.796 1.279  0.4699
23 H -0.067 1.220 -1.115  0.4210
24 H -0.298 -2.444 -3.141  0.4787
25 H 1.277 0.772 -3.396  0.4560
26 H 1.659 -1.212 2.035  0.4554
27 H -3.461 -3.448 -0.744  0.4597
28 H -2.667 0.191 2.362  0.5399
29 H -0.742 -0.478 -1.310  0.5052
30 H 3.933 0.273 0.128  0.4909
31 H -0.871 -2.211 -1.351  0.4378
32 H 2.514 0.767 3.236  0.4769
33 H 1.962 -0.215 -1.239  0.4895
34 H 2.747 3.244 -0.946  0.4572
35 H -1.180 2.752 3.041  0.4548
36 H -0.329 -3.925 0.849  0.4821
37 H 3.289 -0.752 -1.804  0.4878
38 H 1.751 2.053 2.781  0.4708
39 H -2.394 0.669 -0.021  0.4983
40 H -3.744 0.286 3.705  0.4816
41 H -0.242 0.671 -3.306  0.5001
42 H -2.948 -3.859 -1.971  0.4609
43 H 0.783 -1.764 -3.753  0.4689
44 H 0.780 -4.376 1.876  0.4753

=====

ORCA calculation (ωB97M-V with the def2-TZVPD basis set) on 12 unconnected molecules or ions with the total composition H29O15P.

The HOMO energy (alpha / beta) comes out at -0.5522 / -0.6829 Eh. Its charge is +3. As for the multiplicity: 2. The expectation value of S² is 0.75. The lowest unoccupied orbital energy (alpha / beta) comes out at -10.5876 / -10.8330 eV. The calculation puts the orbital gap (alpha / beta) at 0.1632 / 0.2848 Eh.

Last column: natural (NBO) charge in e.
Element x y z (Å)
1 P 0.106 0.124 0.151  2.5938
2 O -2.059 0.584 -2.739  -0.8069
3 O -2.718 -1.141 0.667  -0.7670
4 O 2.839 -1.596 -0.904  -0.7390
5 O 0.426 2.455 -2.043  -0.9582
6 O 1.087 0.115 -1.006  -1.2454
7 O 0.134 0.972 3.590  -0.7346
8 O 1.880 0.458 -3.251  -0.7694
9 O -0.484 -3.159 2.363  -0.9589
10 O -2.006 2.431 1.234  -0.7372
11 O -0.305 -2.440 -1.513  -0.8684
12 O -0.054 -1.324 0.712  -1.2382
13 O 2.188 -1.693 2.026  -0.9420
14 O 2.111 3.137 1.729  -0.9162
15 O 0.383 1.090 1.248  -1.2245
16 O -1.278 0.513 -0.359  -1.2945
17 H -2.825 2.385 0.736  0.5561
18 H -2.235 2.342 2.162  0.5486
19 H -1.396 0.091 -3.229  0.3958
20 H 0.501 1.711 -1.446  0.4519
21 H -0.491 -2.410 1.767  0.4596
22 H -0.122 3.084 -1.574  0.4937
23 H -0.787 1.183 3.758  0.5277
24 H -3.505 -0.595 0.729  0.5438
25 H -2.866 -1.838 0.023  0.5234
26 H 1.485 0.641 -2.396  0.5481
27 H 1.371 -0.217 -3.706  0.4905
28 H 1.368 -1.527 1.562  0.4639
29 H -1.242 -2.632 -1.425  0.4748
30 H 2.137 -0.944 -0.858  0.5315
31 H 0.328 -3.622 2.157  0.4816
32 H 1.874 2.246 1.469  0.4618
33 H 2.681 -2.227 -1.610  0.5494
34 H -1.921 -0.648 0.461  0.5391
35 H 2.192 -1.056 2.741  0.4572
36 H -1.483 1.687 0.927  0.5652
37 H 3.632 -1.080 -1.065  0.5663
38 H 0.085 -1.990 -0.760  0.5350
39 H 0.286 0.079 3.910  0.5631
40 H 0.346 1.020 2.655  0.5356
41 H -0.178 -1.845 -2.255  0.2639
42 H 1.284 3.619 1.713  0.4537
43 H 1.820 1.228 -3.821  0.5746
44 H -1.735 0.731 -1.847  0.5355
45 H -2.858 0.055 -2.684  0.5150

=====

ORCA calculation (ωB97M-V with the def2-TZVPD basis set) on a gas-phase ion, H2I2O2P (charge +1).

The HOMO energy comes out at -0.5353 Eh. For the energy above the lowest of the compared OMol25 structures with the same formula, charge and spin, the calculation gives 42.3 kJ/mol. Its charge is +1. As for the multiplicity: 1. The lowest unoccupied orbital energy comes out at -5.8665 eV. The calculation puts the orbital gap at 0.3197 Eh.

Last column: natural (NBO) charge in e.
Element x y z (Å)
1 I -1.053 1.649 -1.843  0.2009
2 I -1.910 -1.636 0.361  0.1042
3 P -0.221 0.060 -0.271  1.5348
4 O 1.054 -0.717 -0.916  -0.9392
5 O 0.077 0.860 1.009  -1.0229
6 H 1.791 -0.752 -0.315  0.5320
7 H 0.263 0.535 1.977  0.5902

=====

ORCA calculation (ωB97M-V with the def2-TZVPD basis set) on a molecular structure, H2I4Si2.

The HOMO energy comes out at -0.3580 Eh. For the energy above the lowest of the compared OMol25 structures with the same formula, charge and spin, the calculation gives 65.7 kJ/mol. As for the multiplicity: 1. The lowest unoccupied orbital energy comes out at -0.8033 eV. The calculation puts the orbital gap at 0.3285 Eh.

Last column: natural (NBO) charge in e.
Element x y z (Å)
1 I -2.179 1.784 -0.782  -0.1373
2 I 2.172 1.764 0.747  -0.1476
3 I 2.254 -2.237 -0.489  -0.1895
4 I -2.284 -2.174 0.467  -0.1181
5 Si -1.052 -0.074 0.381  0.2992
6 Si 1.014 0.055 -0.572  0.4164
7 H 1.258 0.655 -1.960  -0.0862
8 H -1.182 0.227 2.208  -0.0369

=====

ORCA calculation (ωB97M-V with the def2-TZVPD basis set) on a molecular structure, H2INS.

The HOMO energy comes out at -0.3293 Eh. For the energy above the lowest of the compared OMol25 structures with the same formula, charge and spin, the calculation gives 328.4 kJ/mol. As for the multiplicity: 1. The lowest unoccupied orbital energy comes out at -0.9851 eV. The calculation puts the orbital gap at 0.2931 Eh.

Last column: natural (NBO) charge in e.
Element x y z (Å)
1 I -1.191 1.640 0.770  0.2668
2 S 1.080 -0.237 -0.615  0.2077
3 N -0.403 -0.214 0.194  -0.9573
4 H 0.526 -0.272 -1.837  0.0987
5 H -0.011 -0.918 1.488  0.3842

=====

ORCA calculation (ωB97M-V with the def2-TZVPD basis set) on a molecular structure, H2InO.

The HOMO energy comes out at -1.1189 Eh. For the energy above the lowest of the compared OMol25 structures with the same formula, charge and spin, the calculation gives 145.0 kJ/mol. Its charge is +3. As for the multiplicity: 1. The lowest unoccupied orbital energy comes out at -25.1111 eV. The calculation puts the orbital gap at 0.1961 Eh.

Last column: natural (NBO) charge in e.
Element x y z (Å)
1 In -2.171 1.175 0.327  2.2746
2 O 0.540 -0.009 -0.121  -0.4353
3 H 1.440 -0.280 0.225  0.6064
4 H 0.191 -0.885 -0.430  0.5543

=====

ORCA calculation (ωB97M-V with the def2-TZVPD basis set) on a single H2N2O3 molecule.

The HOMO energy comes out at -0.4138 Eh. For the energy above the lowest of the compared OMol25 structures with the same formula, charge and spin, the calculation gives 272.5 kJ/mol. As for the multiplicity: 1. The SMILES is On1on1O. The lowest unoccupied orbital energy comes out at 0.6818 eV. The calculation puts the orbital gap at 0.4389 Eh.

Last column: natural (NBO) charge in e.
Element x y z (Å)
1 O -1.907 -0.064 0.292  -0.6154
2 O 1.677 -0.296 -0.011  -0.5194
3 O -0.101 0.149 -1.393  -0.1870
4 N -0.583 -0.687 -0.473  0.2413
5 N 0.432 0.232 -0.118  0.1388
6 H 1.934 0.123 0.818  0.4874
7 H -1.452 0.544 0.885  0.4543

=====

ORCA calculation (ωB97M-V with the def2-TZVPD basis set) on 2 unconnected molecules or ions with the total composition H2N2O3.

The HOMO energy (alpha / beta) comes out at -0.4021 / -0.3699 Eh. For the energy above the lowest of the compared OMol25 structures with the same formula, charge and spin, the calculation gives 442.3 kJ/mol. As for the multiplicity: 1. The lowest unoccupied orbital energy (alpha / beta) comes out at -1.0323 / -2.2232 eV. The calculation puts the orbital gap (alpha / beta) at 0.3642 / 0.2882 Eh.

Last column: natural (NBO) charge in e.
Element x y z (Å)
1 O -2.135 -0.152 -0.268  -0.2593
2 O 0.022 -1.876 -0.167  -0.5842
3 O -0.190 0.841 -0.015  -0.1774
4 N -0.959 -0.160 0.089  0.4530
5 N 1.147 0.827 0.156  -0.1895
6 H 0.780 -1.280 -0.201  0.4286
7 H 1.336 1.800 0.406  0.3287

=====

ORCA calculation (ωB97M-V with the def2-TZVPD basis set) on a single H2N2O3S molecule.

The HOMO energy (alpha / beta) comes out at -0.3868 / -0.3868 Eh. For the energy above the lowest of the compared OMol25 structures with the same formula, charge and spin, the calculation gives 261.5 kJ/mol. As for the multiplicity: 1. The lowest unoccupied orbital energy (alpha / beta) comes out at -2.7154 / -2.7148 eV. The calculation puts the orbital gap (alpha / beta) at 0.2870 / 0.2870 Eh.

Last column: natural (NBO) charge in e.
Element x y z (Å)
1 S -0.481 0.703 0.086  2.2916
2 O -1.798 0.390 0.592  -0.8648
3 O -0.330 1.222 -1.200  -0.9024
4 O -0.124 -2.286 0.222  -0.1315
5 N 0.668 0.907 1.161  -1.0266
6 N 0.155 -1.211 -0.325  -0.0625
7 H 1.215 1.501 0.656  0.3467
8 H 0.694 -1.226 -1.192  0.3495

=====

Number 1: largest force on an atom 2.64 eV/A. Number 2: largest force on an atom 3.93 eV/A. Number 3: largest force on an atom 3.00 eV/A. Number 4: largest force on an atom 3.79 eV/A. Number 5: largest force on an atom 5.53 eV/A. Number 6: largest force on an atom 1.55 eV/A. Number 7: largest force on an atom 4.14 eV/A. Number 8: largest force on an atom 7.29 eV/A. Number 9: largest force on an atom 5.91 eV/A.